Computed, not measured: a structure of composition C5H5NO, with ωB97M-V/def2-TZVPD.

Summary:
net charge: 0
E_HOMO: -10.062 eV
gap between HOMO and LUMO: 0.3813 Ha

Last column: natural (NBO) charge in e.
CARTESIAN COORDINATES (ANGSTROEM)
O -1.11448 0.27713 0.80731  -0.49
N -1.57944 1.86703 -1.88423  -0.23
C 0.87081 0.03896 0.04971  -0.29
C -0.97954 0.95458 -1.49793  0.18
C 0.00084 -0.55517 1.12252  0.10
C -0.30168 0.93228 -0.16181  0.04
C 0.38224 -1.37408 -0.05985  -0.44
H 1.89795 0.37215 0.02142  0.23
H -0.13569 1.97787 0.12492  0.22
H 1.14762 -2.11994 0.11563  0.23
H -0.37586 -1.62122 -0.80616  0.23
H 0.18723 -0.74959 2.16848  0.21


Computed, not measured: a cluster of 2 separate species, C5H5NO in total, with ωB97M-V/def2-TZVPD.

Summary:
net charge: 0
E_HOMO (alpha / beta): -8.660 / -8.660 eV
gap between HOMO and LUMO (alpha / beta): 0.3269 / 0.3269 Ha

Last column: natural (NBO) charge in e.
CARTESIAN COORDINATES (ANGSTROEM)
O -2.26006 -1.51193 0.36795  -0.41
N 0.39917 -1.67219 -2.05325  -0.34
C 0.16095 0.58829 -0.77692  -0.37
C -1.21458 -1.45694 0.88747  0.45
C 1.08253 0.79329 0.40121  -0.40
C 0.29697 -0.64420 -1.52823  0.28
C -0.35616 0.45396 0.63426  -0.45
H 1.85199 0.03971 0.56940  0.22
H -1.01675 1.24489 0.98723  0.22
H -0.10403 1.45542 -1.37607  0.25
H -0.26068 -1.10196 1.30461  0.33
H 1.42064 1.81168 0.58233  0.23


Computed, not measured: an isolated molecule of C5H5NO, with ωB97M-V/def2-TZVPD.

Summary:
net charge: 0
E_HOMO: -9.290 eV
gap between HOMO and LUMO: 0.3233 Ha

Last column: natural (NBO) charge in e.
CARTESIAN COORDINATES (ANGSTROEM)
O -1.56701 0.50333 1.91284  -0.47
N 0.78114 0.25156 1.65661  -0.64
C 0.40795 -0.10825 -0.87136  -0.21
C 1.68887 0.19413 0.86159  0.35
C -0.60259 0.52248 1.21609  0.71
C 0.14531 -1.41447 -0.62671  -0.35
C -0.45949 0.95295 -0.23119  -0.53
H 0.07052 -1.88132 0.35437  0.21
H 0.07103 -2.08379 -1.46729  0.21
H -1.39859 0.91553 -0.79204  0.25
H 0.94173 0.16329 -1.77509  0.23
H -0.07887 1.98456 -0.23781  0.24


Computed, not measured: an isolated molecule of C5H5NO2, with ωB97M-V/def2-TZVPD.

Summary:
net charge: 0
E_HOMO: -8.446 eV
structure (SMILES): O=C1C=CN/C1=C/O
gap between HOMO and LUMO: 0.3065 Ha

Last column: natural (NBO) charge in e.
CARTESIAN COORDINATES (ANGSTROEM)
O 2.76454 -0.09560 0.02199  -0.63
O 1.00936 1.92163 -0.10347  -0.66
N -0.82010 -1.05580 -0.20512  -0.55
C 0.06384 1.07935 -0.08344  0.44
C -1.37336 1.08021 0.00933  -0.42
C 0.35286 -0.28831 -0.30462  -0.10
C -1.85411 -0.22471 -0.01334  0.06
C 1.61399 -0.83301 -0.06031  0.28
H 1.68034 -1.96079 0.33885  0.19
H -2.98641 -0.43733 0.18154  0.24
H 2.44816 0.79086 -0.12219  0.52
H -1.91718 2.04276 0.12728  0.23
H -0.98195 -2.01924 0.21351  0.42


Computed, not measured: an isolated molecule of C5H5NO2, with ωB97M-V/def2-TZVPD.

Summary:
net charge: 0
E_HOMO: -8.113 eV
structure (SMILES): O/N=C/c1ccco1
gap between HOMO and LUMO: 0.3152 Ha

Last column: natural (NBO) charge in e.
CARTESIAN COORDINATES (ANGSTROEM)
O -3.42983 -0.10669 0.01700  -0.50
O 0.63495 -1.21957 0.08749  -0.43
N -2.21762 -0.47075 -0.32190  -0.07
C -1.32858 0.36083 0.25075  -0.10
C 2.32041 0.28879 -0.09058  -0.36
C 1.98978 -0.99529 0.03268  0.13
C 0.03746 0.16098 0.11078  0.20
C 1.11341 1.08970 -0.14108  -0.26
H -1.63342 1.18107 1.01723  0.20
H 2.46920 -2.15580 0.14254  0.23
H 3.26418 0.75568 -0.41396  0.24
H -4.02981 -1.00508 -0.43686  0.48
H 0.80987 2.11614 -0.25410  0.24


Computed, not measured: an isolated molecule of C5H5NO2, with ωB97M-V/def2-TZVPD.

Summary:
net charge: 0
E_HOMO: -9.472 eV
structure (SMILES): C#C[C@H]1CC(=O)N1O
gap between HOMO and LUMO: 0.3652 Ha

Last column: natural (NBO) charge in e.
CARTESIAN COORDINATES (ANGSTROEM)
O -2.40329 -1.04568 -0.68600  -0.50
O 0.36961 -1.72757 0.66121  -0.55
N -0.38479 -0.63521 0.57042  -0.15
C -1.39018 1.21413 0.06264  -0.49
C 0.11403 0.71490 0.64641  -0.11
C -1.57107 -0.39448 -0.26440  0.71
C 2.33952 -0.09641 -0.74585  -0.31
C 1.19173 0.43646 -0.35322  -0.07
H -1.95561 1.73588 0.68978  0.23
H 3.31212 -0.87326 -1.02655  0.30
H 1.10378 -1.90848 -0.01796  0.47
H 0.41167 1.23095 1.46951  0.22
H -1.13753 1.34878 -1.00599  0.24


Computed, not measured: an isolated molecule of C5H5NO2, with ωB97M-V/def2-TZVPD.

Summary:
net charge: 0
E_HOMO: -10.892 eV
structure (SMILES): C=C(C#N)C(=O)OC
gap between HOMO and LUMO: 0.3873 Ha

Last column: natural (NBO) charge in e.
CARTESIAN COORDINATES (ANGSTROEM)
O 1.03466 -0.39152 -1.17095  -0.51
O -0.34171 1.06771 -2.19471  -0.51
N -1.82259 -1.53639 1.12784  -0.28
C -0.81099 1.76043 0.66262  -0.23
C -0.71148 0.54314 0.11991  -0.28
C -0.11361 0.36035 -1.26346  0.79
C 1.38123 -1.26966 -0.11654  -0.26
C -1.34607 -0.59311 0.68174  0.25
H -1.41567 1.93973 1.53615  0.22
H -0.34805 2.61052 0.18895  0.22
H 2.41303 -1.56505 -0.30733  0.21
H 0.74846 -2.16134 -0.11573  0.20
H 1.33281 -0.76480 0.85149  0.18


Computed, not measured: an isolated molecule of C5H5NO2, with ωB97M-V/def2-TZVPD.

Summary:
net charge: 0
E_HOMO: -8.544 eV
structure (SMILES): O=CN1C=COC=C1
gap between HOMO and LUMO: 0.3378 Ha

Last column: natural (NBO) charge in e.
CARTESIAN COORDINATES (ANGSTROEM)
O 2.53804 0.15353 1.63001  -0.57
O -1.20739 -0.42085 -1.97674  -0.50
N 0.50609 0.27405 0.34094  -0.48
C -0.26816 -1.30473 -1.19218  0.09
C -1.45180 0.65420 -0.89576  0.08
C 1.49745 0.76711 1.21037  0.52
C 0.48786 -1.07133 -0.01960  -0.11
C -0.57228 0.87448 -0.02808  -0.08
H -0.92942 1.58184 0.78979  0.22
H -2.54098 1.05254 -0.84890  0.23
H 1.35353 1.75825 1.67189  0.15
H 0.88441 -2.01822 0.74406  0.28
H -0.29735 -2.30088 -1.42580  0.19


What is the net charge in the seventh record? 0


Which formula does entry 4 have? C5H5NO2


What is the net charge in the fifth record? 0